1.
{
  "formula": "C11H36N10O7",
  "method": "ωB97M-V/def2-TZVPD",
  "homo_ev": -9.17,
  "e_lumo_ev": 0.42,
  "orbital_gap_ev": 9.59,
  "spin_multiplicity": 1,
  "elements": ["N", "C", "N", "O", "H", "H", "H", "H", "N", "C", "N", "O", "H", "H", "H", "H", "N", "C", "N", "O", "H", "H", "H", "H", "N", "C", "N", "O", "H", "H", "H", "H", "N", "C", "N", "O", "H", "H", "H", "H", "C", "C", "C", "O", "H", "H", "H", "H", "H", "H", "H", "H", "C", "C", "C", "O", "H", "H", "H", "H", "H", "H", "H", "H"],
  "positions_angstrom": [[-0.3044, 2.6785, -0.5187], [-0.4824, 1.3965, -0.9640], [0.5726, 0.5495, -0.7912], [-1.5752, 1.0178, -1.4145], [0.5724, 2.9604, -0.1234], [-1.0079, 3.3497, -0.8002], [0.4538, -0.3718, -1.2087], [1.4491, 1.0461, -0.7507], [-0.4760, -3.2017, -3.4182], [0.4906, -3.0253, -2.4760], [1.1579, -4.1452, -2.0796], [0.7650, -1.9152, -2.0132], [-0.7296, -4.1018, -3.7728], [-0.9404, -2.3729, -3.7421], [1.9108, -4.0297, -1.4183], [1.1146, -5.0657, -2.4730], [-3.1609, 0.0529, -3.6343], [-4.4720, -0.2588, -3.3587], [-5.0623, 0.7669, -2.6479], [-5.0841, -1.1755, -3.8860], [-2.7876, -0.4078, -4.4455], [-2.5007, 0.4387, -2.9688], [-5.9833, 0.6614, -2.2635], [-4.3956, 1.3911, -2.2085], [3.2271, -3.1099, 2.4440], [3.1039, -2.7712, 1.1126], [1.9533, -2.1117, 0.8045], [3.9855, -3.0001, 0.2922], [2.4629, -2.9670, 3.0775], [4.0180, -3.6945, 2.6400], [1.2452, -1.9351, 1.5106], [1.7546, -1.8747, -0.1565], [-4.1086, 4.8948, -0.9938], [-3.0673, 3.9928, -1.0901], [-3.4273, 2.6677, -0.9620], [-1.9073, 4.3616, -1.2215], [-3.7806, 5.8431, -1.0220], [-4.9651, 4.6029, -0.5671], [-4.1742, 2.5046, -0.3083], [-2.6796, 1.9802, -1.0411], [4.5715, 2.7396, 1.5574], [4.2422, 1.2654, 1.5735], [3.6665, 0.7756, 2.8929], [3.3329, 0.9749, 0.5102], [5.0896, 3.0279, 2.4711], [3.6310, 3.2969, 1.5258], [5.1893, 3.0113, 0.7041], [5.1504, 0.6743, 1.3934], [2.5997, 1.0297, 2.9096], [4.1191, 1.1840, 3.7967], [3.6962, -0.3137, 2.9907], [3.0996, 0.0378, 0.5742], [-0.4435, 0.1255, 2.6063], [-1.0367, -1.2646, 2.5827], [-1.6063, -1.6537, 1.2022], [-0.0318, -2.2507, 2.8932], [-0.1560, 0.2921, 3.6465], [-1.0941, 0.8499, 2.1252], [0.4777, 0.1702, 2.0147], [-1.8849, -1.2922, 3.2722], [-2.3837, -2.4121, 1.3151], [-0.8303, -2.0260, 0.5323], [-2.0443, -0.8107, 0.6600], [-0.5190, -3.0527, 3.1090]],
  "forces_ev_per_a": [[0.789, -2.578, 0.057], [1.356, 0.770, 1.190], [-1.032, 0.718, -0.211], [0.222, -0.751, -0.299], [0.120, -0.056, -0.011], [0.134, 0.631, -0.083], [0.479, 0.320, -0.147], [0.393, -0.674, 0.063], [0.321, 0.329, 0.307], [0.129, -0.348, -0.273], [0.454, 0.005, 0.603], [-0.115, -0.523, -0.108], [-0.067, -0.036, -0.050], [-0.161, -0.084, 0.005], [-0.022, 0.297, -0.020], [-0.433, 0.138, -0.390], [0.505, -0.610, -0.441], [-0.683, 0.977, -0.860], [0.504, -0.478, 0.326], [0.271, 0.089, 0.395], [0.059, -0.203, 0.190], [-0.243, 0.025, 0.039], [0.057, -0.243, 0.057], [-0.612, 0.214, -0.041], [0.146, 0.173, -0.795], [0.059, 0.250, 0.075], [-0.051, 0.387, 0.167], [-0.255, -0.231, 0.125], [0.041, -0.183, 0.171], [-0.100, -0.025, 0.359], [0.211, -0.301, -0.268], [0.070, -0.156, -0.093], [1.336, -0.593, -0.436], [-1.314, -0.442, 0.977], [-0.908, 1.844, 0.223], [-1.050, 1.406, -1.173], [-0.480, 0.226, 0.318], [-0.224, 0.334, -0.085], [-0.116, -0.175, -0.065], [0.453, -0.473, 0.098], [-0.410, 0.034, 0.073], [0.649, -0.785, 0.211], [-0.918, -0.119, 0.239], [-0.111, 0.162, -0.018], [0.094, -0.060, -0.015], [0.088, 0.107, -0.068], [-0.089, 0.005, -0.081], [0.118, 0.235, -0.066], [0.086, 0.173, 0.129], [0.223, 0.155, -0.186], [0.170, 0.015, -0.212], [0.016, 0.007, -0.025], [1.047, -0.797, 0.062], [-0.705, -0.085, -1.837], [-0.178, 0.384, -0.130], [-0.377, 0.378, 0.960], [-0.217, 0.748, -0.103], [-0.281, 0.158, 0.548], [-0.033, -0.177, -0.011], [0.291, -0.187, 0.402], [0.099, -0.109, -0.108], [0.087, -0.125, 0.156], [-0.122, 0.048, 0.243], [0.232, -0.135, -0.057]],
  "mulliken_charge": [-0.3619, 0.7645, -0.0065, -0.8484, 0.0779, 0.2468, 0.1682, 0.1358, -0.4198, 0.6029, -0.3628, -0.8009, 0.1603, 0.1978, 0.1974, 0.1787, -0.3214, 0.4479, -0.3851, -0.6483, 0.2036, 0.3862, 0.2008, 0.3980, -0.3033, 0.4606, 0.0772, -0.7130, 0.1702, 0.2197, 0.1074, 0.0477, -0.4293, 0.4980, -0.5656, -0.7066, 0.2650, 0.1849, 0.2425, 0.2911, -1.4627, 0.6937, -1.0252, -0.5341, 0.3892, 0.3084, 0.3522, 0.2065, 0.1626, 0.4218, 0.2226, 0.1964, -0.6479, 0.0219, -0.6106, -0.5514, 0.3647, 0.3356, -0.1740, 0.4342, 0.4316, 0.0794, 0.0273, 0.3000]
}

***

2.
{
  "formula": "H3N2O3S",
  "method": "ωB97M-V/def2-TZVPD",
  "homo_ev": -4.26,
  "charge": -1,
  "e_lumo_ev": 4.17,
  "orbital_gap_ev": 8.44,
  "spin_multiplicity": 1,
  "elements": ["N", "N", "O", "O", "O", "S", "H", "H", "H"],
  "positions_angstrom": [[0.1908, -1.8240, 0.5671], [-1.0103, -1.8941, 0.2503], [2.6226, -0.7124, 1.6378], [3.4281, -0.0725, -0.8072], [1.8145, 1.4981, 0.3440], [3.0821, 0.7076, 0.4004], [1.9805, -0.6422, 2.3450], [0.5742, -0.8988, 0.5998], [-1.2528, -2.9130, 0.2890]],
  "forces_ev_per_a": [[-1.092, -2.216, -0.025], [0.866, 0.191, 0.298], [0.901, -0.060, -1.229], [-0.867, 0.450, 0.996], [0.914, -1.124, -0.279], [-0.566, 0.053, 0.600], [-0.267, 0.801, 0.050], [-0.031, 1.334, -0.322], [0.142, 0.571, -0.090]],
  "mulliken_charge": [-0.0262, -0.5033, -0.7186, -0.5222, -0.5777, 0.5522, 0.2592, 0.3107, 0.2260]
}

***

3.
{
  "formula": "C5H15NS",
  "method": "ωB97M-V/def2-TZVPD",
  "homo_ev": [0.91, -5.23],
  "charge": -1,
  "e_lumo_ev": [3.42, 3.42],
  "orbital_gap_ev": [2.51, 8.65],
  "spin_multiplicity": 2,
  "elements": ["C", "C", "C", "N", "H", "H", "H", "H", "H", "H", "H", "H", "H", "C", "C", "S", "H", "H", "H", "H", "H", "H"],
  "positions_angstrom": [[1.4656, -0.4304, -1.2322], [2.1051, 0.7124, -0.4491], [1.3444, 1.0804, 0.8367], [2.0306, -0.4988, -2.5875], [0.3896, -0.2888, -1.3514], [1.6011, -1.3637, -0.6736], [2.1255, 1.6084, -1.0756], [3.1252, 0.4133, -0.1907], [1.1605, 0.1608, 1.3879], [0.4184, 1.5792, 0.5598], [1.9498, 1.7313, 1.4694], [1.5727, -1.2601, -3.0505], [3.0184, -0.7201, -2.5702], [-2.6746, 0.6371, 0.3905], [-2.7049, -0.5737, 1.3198], [-1.1453, -1.5288, 1.2189], [-2.2865, 0.3797, -0.5923], [-1.9809, 1.3643, 0.8246], [-3.6675, 1.0867, 0.3768], [-2.8771, -0.3008, 2.3579], [-3.5017, -1.2463, 0.9988], [-1.4682, -2.5419, 2.0317]],
  "forces_ev_per_a": [[0.251, 0.191, 0.042], [-0.426, 0.256, 0.223], [0.679, -0.566, -0.419], [-0.058, 0.254, 0.168], [0.002, 0.099, 0.153], [-0.104, 0.033, 0.046], [0.308, -0.143, -0.190], [0.101, 0.167, -0.126], [-0.388, 0.165, 0.196], [-0.171, -0.106, 0.291], [-0.086, 0.144, -0.054], [-0.096, -0.386, -0.460], [0.044, -0.039, 0.147], [0.661, -0.016, 1.033], [0.058, -0.666, -0.436], [0.105, 0.866, -0.466], [-0.335, -0.031, -0.173], [-0.083, 0.132, -0.187], [-0.034, 0.044, -0.343], [-0.065, 0.147, -0.012], [-0.039, -0.011, 0.160], [-0.324, -0.534, 0.407]],
  "mulliken_spin": [0.4007, -0.1361, 0.2253, -0.1053, 0.0054, 0.1432, -0.0135, -0.0558, 0.0098, 0.0166, -0.0223, -0.0279, -0.0067, 0.6284, 0.5215, -0.7535, -0.1197, -0.0323, -0.1021, -0.2004, -0.2068, 0.8316]
}

***

4.
{
  "formula": "C26H24AsCl3GeIrN4OS3Se",
  "method": "ωB97M-V/def2-TZVPD",
  "homo_ev": -10.22,
  "charge": 1,
  "e_lumo_ev": -3.62,
  "orbital_gap_ev": 6.59,
  "spin_multiplicity": 1,
  "elements": ["Ir", "O", "N", "C", "C", "C", "C", "C", "S", "H", "H", "H", "H", "S", "C", "C", "C", "C", "C", "C", "As", "C", "C", "C", "C", "C", "C", "C", "C", "C", "C", "C", "C", "H", "H", "H", "H", "H", "H", "H", "H", "H", "H", "H", "H", "H", "H", "C", "N", "C", "N", "S", "H", "H", "H", "H", "H", "H", "Cl", "Ge", "Cl", "Cl", "Se", "C", "N"],
  "positions_angstrom": [[-0.7455, 0.1103, 0.3111], [-1.6093, 0.7819, 3.2346], [-2.5833, 1.6693, 2.8655], [-2.6912, 2.7732, 3.6515], [-3.7016, 3.6546, 3.4391], [-4.6131, 3.3865, 2.4042], [-4.4590, 2.2816, 1.6127], [-3.3948, 1.3793, 1.8077], [-3.1517, 0.0110, 0.8139], [-1.9445, 2.8530, 4.4264], [-3.7894, 4.5291, 4.0650], [-5.4354, 4.0652, 2.2229], [-5.1380, 2.0728, 0.7990], [-0.1885, 0.9654, 2.2652], [0.6711, -0.2615, 3.2077], [1.4308, 0.1870, 4.2807], [2.1664, -0.7334, 5.0105], [2.1339, -2.0746, 4.6626], [1.3729, -2.5128, 3.5843], [0.6401, -1.6043, 2.8410], [-0.4040, -2.0599, 1.2751], [0.4394, -3.4718, 0.2938], [0.4845, -4.7434, 0.8615], [1.0787, -5.7827, 0.1639], [1.6034, -5.5569, -1.1021], [1.5343, -4.2956, -1.6743], [0.9548, -3.2465, -0.9763], [-1.9768, -2.9006, 1.9865], [-2.3580, -2.7235, 3.3103], [-3.5472, -3.2806, 3.7596], [-4.3508, -4.0004, 2.8868], [-3.9677, -4.1721, 1.5632], [-2.7785, -3.6235, 1.1086], [1.4629, 1.2415, 4.5231], [2.7752, -0.4007, 5.8397], [2.7198, -2.7891, 5.2253], [1.3818, -3.5603, 3.3116], [0.0375, -4.9333, 1.8307], [1.1204, -6.7707, 0.6025], [2.0590, -6.3723, -1.6481], [1.9291, -4.1223, -2.6662], [0.9019, -2.2673, -1.4324], [-1.7361, -2.1577, 3.9933], [-3.8441, -3.1553, 4.7926], [-5.2769, -4.4342, 3.2401], [-4.5935, -4.7353, 0.8838], [-2.4792, -3.7616, 0.0751], [-1.4526, 2.2443, -4.5705], [-1.0150, 2.4098, -3.1900], [-1.7246, 2.0760, -2.1379], [-2.9444, 1.5698, -2.2806], [-1.0571, 2.3970, -0.5528], [-0.6905, 2.6618, -5.2208], [-2.3863, 2.7841, -4.7339], [-1.5871, 1.1875, -4.8079], [-0.0713, 2.7135, -3.0043], [-3.2053, 1.1278, -3.1553], [-3.3630, 1.1788, -1.4457], [1.8656, 0.4430, -2.5240], [1.5750, 0.3968, -0.3810], [2.4481, 2.2380, 0.3418], [3.0061, -1.0631, 0.3479], [-2.4166, -1.6671, -3.9979], [-1.6897, -1.1058, -2.4843], [-1.2454, -0.7261, -1.4769]],
  "forces_ev_per_a": [[0.104, -0.055, -0.322], [-0.469, 0.050, 0.149], [-0.096, 0.036, -0.095], [-0.030, -0.011, -0.051], [0.007, 0.008, 0.009], [-0.017, 0.021, 0.006], [0.028, -0.033, 0.005], [0.072, 0.030, 0.129], [-0.120, -0.022, 0.015], [0.002, -0.003, 0.005], [-0.005, -0.004, 0.005], [0.002, 0.003, -0.002], [0.008, 0.003, -0.003], [0.334, 0.043, 0.203], [0.248, 0.027, -0.096], [0.006, -0.009, -0.024], [-0.020, 0.040, 0.037], [0.006, -0.059, -0.005], [0.000, -0.034, 0.004], [0.034, 0.016, -0.027], [0.029, 0.023, 0.014], [0.003, 0.001, -0.004], [-0.007, -0.004, 0.000], [0.003, -0.007, -0.006], [-0.001, -0.004, 0.014], [-0.007, 0.025, 0.001], [-0.032, -0.039, 0.000], [0.000, -0.007, 0.004], [-0.002, -0.003, -0.001], [0.000, -0.004, -0.005], [0.000, -0.002, 0.007], [-0.001, 0.000, -0.007], [-0.009, 0.004, -0.007], [0.004, 0.004, -0.004], [0.000, 0.002, 0.003], [0.002, -0.002, -0.004], [-0.007, 0.001, -0.002], [0.001, 0.004, -0.004], [0.000, 0.000, 0.000], [-0.002, 0.001, -0.002], [0.001, -0.002, -0.001], [-0.038, -0.015, -0.024], [0.000, 0.002, 0.002], [0.001, 0.001, 0.000], [0.000, 0.001, -0.001], [0.000, 0.000, 0.001], [-0.003, 0.002, 0.003], [-0.013, -0.001, 0.007], [0.087, 0.019, -0.053], [-0.143, -0.004, 0.117], [0.019, 0.062, -0.032], [0.079, -0.080, -0.070], [-0.002, -0.009, -0.003], [-0.002, -0.008, 0.003], [-0.002, -0.012, -0.003], [0.002, -0.002, 0.009], [0.000, -0.014, 0.012], [-0.027, 0.027, -0.005], [-0.031, -0.008, 0.066], [-0.093, -0.072, -0.060], [-0.016, 0.041, 0.062], [0.026, 0.068, 0.015], [0.012, 0.097, -0.033], [0.003, -0.193, 0.063], [0.070, 0.059, -0.013]],
  "mulliken_charge": [0.4968, -0.0277, 0.0530, -0.2425, -0.8085, -0.2179, -0.8770, 0.9568, -0.3885, 0.5103, 0.4459, 0.4206, 0.4493, -0.3749, 0.6612, -0.7293, -0.7757, -0.7479, -0.5969, 0.4353, 0.6213, 1.0052, -0.6244, -0.8101, -0.5482, -0.9458, -0.1892, 0.1279, -0.3176, -0.8606, -0.5040, -0.7820, -0.3070, 0.5039, 0.4261, 0.4504, 0.4284, 0.3851, 0.4218, 0.4065, 0.4631, 0.1072, 0.4677, 0.4375, 0.4214, 0.4381, 0.5049, -0.9260, -0.0113, 0.4079, -0.2537, -0.3346, 0.3531, 0.3378, 0.2391, 0.2979, 0.2375, 0.1678, -0.3336, 0.9918, -0.3256, -0.2960, -0.1164, -0.3403, 0.5349]
}